Density functional theory data (ωB97M-V with the def2-TZVPD basis set) for one molecule with the formula C15H23N5O5 at a distorted geometry.

Structure (XYZ):
```
48
Properties=species:S:1:pos:R:3:lowdin_charge:R:1
N 3.111 -1.467 -0.197 0.1006
C -1.798 0.037 0.643 -0.1830
C -1.394 -1.191 1.485 -0.2253
C 0.081 3.457 -2.154 -0.0844
H -1.216 0.196 -0.279 0.1622
O -2.041 1.253 1.459 -0.0520
H -1.210 1.329 2.027 0.1113
C -3.593 -1.488 1.018 -0.2481
H 3.933 1.795 1.694 0.1237
O 0.713 0.906 1.953 -0.0037
H 2.389 2.557 1.474 0.1429
H -4.827 -3.193 0.839 0.1452
H 2.743 2.994 -2.312 0.1165
H -4.295 -1.048 1.860 0.2014
N -0.278 -1.816 0.849 -0.0123
H 4.433 2.028 -0.653 0.0990
H -0.283 2.425 -2.363 0.0724
C -3.197 -0.239 0.131 -0.2945
H -0.771 4.103 -1.968 0.0596
H -1.206 -0.920 2.552 0.1896
H 1.672 4.350 -0.787 0.1004
C 3.132 1.867 0.977 -0.1891
C -4.247 -2.481 0.102 -0.1542
H -3.594 1.310 1.021 0.0556
N 2.657 0.534 0.824 -0.0318
N -0.164 -2.970 0.287 0.1696
O -3.296 -3.262 -0.783 -0.0896
H 0.550 3.785 -3.092 0.0676
C 2.395 2.567 -1.350 -0.2115
O -2.425 -2.105 1.532 -0.0137
H 1.983 1.637 -1.579 0.0694
H -3.030 -0.476 -0.982 0.1848
C 1.071 -3.087 -0.253 -0.1996
H 2.027 -4.998 -0.235 0.0601
C 1.798 -1.930 0.057 -0.1438
C 1.426 0.125 1.226 -0.2724
O -4.056 0.833 0.331 0.0068
H -2.370 -3.187 -0.430 0.0574
H 2.262 -4.204 -1.683 0.0729
C 1.140 3.411 -0.986 -0.2436
H 0.654 -4.852 -1.381 0.0844
H 3.810 3.653 -0.104 0.1384
C 3.553 2.554 -0.275 -0.1686
H -5.015 -1.986 -0.493 0.1196
C 1.523 -4.379 -0.919 -0.0052
N 3.548 -0.348 0.207 0.1058
C 0.928 -1.161 0.737 -0.0694
H 0.771 3.087 -0.029 0.0785
```

Properties
SMILES = CCCCCn1nnc2c(C)nn([C@@H]3O[C@H](CO)[C@@H](O)[C@H]3O)c2c1=O
Orbital gap = 9.486 eV
2S+1 = 1

***

Density functional theory data (ωB97M-V with the def2-TZVPD basis set) for a 2-piece molecular cluster, C4H7I overall at a distorted geometry.

Structure (XYZ):
```
12
Properties=species:S:1:pos:R:3:lowdin_charge:R:1
I 4.540 -0.234 0.272 0.3443
H 3.785 1.112 -0.296 -0.3110
H -1.346 1.979 -0.260 0.0265
H -1.194 -2.367 0.201 0.0852
C 0.436 -0.657 -0.045 -0.1723
H -2.511 0.934 -0.757 0.0947
C -0.842 -0.070 -0.090 -0.2938
H -2.283 1.116 0.940 0.0733
C -1.746 1.105 0.027 -0.0295
H 0.906 -0.967 -0.986 0.0746
C -0.910 -1.347 0.189 0.0433
H 1.163 -0.605 0.805 0.0648
```

Properties
SMILES = CC1=CC1.I
Orbital gap = 9.284 eV
2S+1 = 1

***

Density functional theory data (ωB97M-V with the def2-TZVPD basis set) for C2H3N4 as an isolated structure at a distorted geometry.

Structure (XYZ):
```
9
Properties=species:S:1:pos:R:3:lowdin_charge:R:1
N 1.815 -0.892 0.061 0.1705
H 0.118 -2.065 0.117 0.2610
H -1.595 1.578 0.165 0.1607
N -1.374 0.593 0.058 0.2804
H -2.104 -0.003 -0.315 0.1570
C -0.104 0.258 0.054 -0.3448
N 0.459 -1.002 0.040 0.1031
C 1.875 0.360 -0.116 -0.0049
N 0.909 1.173 -0.063 0.2171
```

Properties
Charge = +1
Orbital gap (alpha / beta) = 8.892 / 6.883 eV
2S+1 = 1

***

Density functional theory data (ωB97M-V with the def2-TZVPD basis set) for a 2-piece molecular cluster, C3H5O3 overall at a distorted geometry.

Structure (XYZ):
```
11
Properties=species:S:1:pos:R:3:lowdin_spin:R:1
H -9.439 0.864 -0.173 0.0539
H -6.895 -0.926 2.426 0.0001
O -8.866 0.238 -0.714 0.1966
H -5.053 -0.723 0.704 0.0000
O -7.205 1.082 1.763 0.0000
C -6.653 0.115 2.663 0.0000
C -5.786 0.819 1.728 0.0000
O -5.320 0.238 0.597 0.0004
H -5.186 1.665 2.083 0.0000
H -6.660 0.392 3.721 0.0000
C -8.770 0.468 -1.942 0.7491
```

Properties
Orbital gap (alpha / beta) = 7.816 / 11.573 eV
2S+1 = 2

***

Density functional theory data (ωB97M-V with the def2-TZVPD basis set) for C12H20ClO4OsSSb2 as an isolated structure.

Structure (XYZ):
```
41
Properties=species:S:1:pos:R:3:lowdin_spin:R:1
O 5.200 1.208 -1.715 0.0050
C 1.939 2.781 2.664 0.0570
O 3.018 0.337 -1.233 0.0467
O 3.210 2.531 -1.917 0.1044
H -0.693 -0.481 3.677 0.0001
C -2.776 -2.319 1.760 0.0018
C 0.069 -2.000 -0.698 0.0124
C -1.226 2.180 1.736 0.0207
C -2.381 -0.179 -2.163 0.0078
C 0.251 -1.287 -4.033 0.0295
Sb -0.293 -0.467 -2.161 0.0711
H 2.941 2.357 2.672 0.0003
H -2.607 0.659 -2.818 0.0053
H 0.023 -0.557 -4.806 0.0002
Cl 3.867 1.197 -2.144 0.0162
H -1.872 1.788 0.953 0.0015
H -0.297 -2.209 -4.211 0.0025
H 1.757 -0.699 0.945 0.0011
C -1.068 -1.011 2.808 0.0014
S -0.356 2.950 -2.058 1.0374
H 1.322 -1.477 -4.016 0.0001
Os 1.231 1.616 -1.484 2.3652
H -2.897 -1.568 3.770 0.0000
H 1.513 -0.364 2.657 0.0026
H -0.222 -2.929 -1.188 0.0011
H -1.471 1.709 2.684 0.0024
H 1.147 -2.026 -0.544 0.0003
H 1.473 2.663 3.640 0.0060
C 1.039 -0.333 1.677 0.0276
C -1.987 -2.406 0.629 -0.0002
C -2.306 -1.622 2.866 -0.0001
H -2.877 -1.082 -2.512 -0.0002
H -2.697 0.047 -1.146 0.0002
Sb 0.780 1.772 1.202 0.1524
H -2.336 -2.984 -0.220 0.0000
C -0.731 -1.797 0.557 0.0018
H 1.994 3.835 2.401 0.0004
H -3.739 -2.810 1.789 0.0001
C -0.269 -1.066 1.663 0.0008
H -1.353 3.259 1.805 0.0005
O 3.681 0.785 -3.488 0.0167
```

Properties
Charge = +1
Orbital gap (alpha / beta) = 7.129 / 6.595 eV
2S+1 = 5

***

The energy above the lowest of the compared OMol25 structures with the same formula, charge and spin results, record by record, are as follows: 469.2; 221.6; 52.9; 324.8; 5.2 kJ/mol.